Entry 1:
{"formula": "C4H9NO", "method": "ωB97M-V with the def2-TZVPD basis set", "relative_energy_kj_mol": 313.9, "total_charge": 0, "gap_ev": 8.49, "e_lumo_ha": 0.030, "total_energy_ev": -7829.0671, "species": ["C", "C", "C", "O", "N", "C", "H", "H", "H", "H", "H", "H", "H", "H", "H"], "xyz": [[2.323, -0.337, -0.147], [1.224, 0.705, 0.068], [-0.106, 0.176, 0.271], [-0.217, -0.245, 1.493], [-1.166, 0.174, -0.532], [-2.504, -0.174, -0.088], [2.374, -0.743, -1.170], [3.304, 0.098, 0.078], [2.190, -1.188, 0.531], [0.827, 0.379, 1.537], [1.295, 1.538, -0.644], [-1.010, 0.394, -1.502], [-2.764, -1.203, -0.358], [-2.537, -0.081, 0.999], [-3.231, 0.508, -0.536]], "nbo_charge": [-0.6028, -0.6553, 0.6328, -0.6958, -0.5645, -0.4187, 0.1801, 0.2103, 0.2054, 0.4612, 0.2036, 0.4055, 0.2007, 0.2359, 0.2018]}

=====

Entry 2:
{"formula": "C3H7NiO3", "method": "ωB97M-V with the def2-TZVPD basis set", "multiplicity": 4, "relative_energy_kj_mol": 0.0, "total_charge": 0, "gap_ev": [7.06, 9.52], "e_lumo_ha": [0.025, -0.016], "total_energy_ev": -50406.3786, "species": ["C", "O", "H", "H", "H", "O", "C", "O", "C", "Ni", "H", "H", "H", "H"], "xyz": [[-0.200, -3.042, -1.261], [-1.044, -2.087, -0.894], [-0.575, -4.072, -1.312], [0.873, -2.826, -1.370], [1.866, -0.050, 0.884], [-1.944, 1.303, -0.362], [-0.860, 1.826, 0.247], [-0.006, 0.672, 0.543], [1.330, 0.924, 0.921], [-1.282, -0.457, -0.365], [-1.071, 2.315, 1.219], [-0.264, 2.514, -0.388], [1.817, 1.611, 0.212], [1.359, 1.367, 1.927]], "nbo_charge": [-0.0890, -0.9213, 0.1384, 0.1261, 0.2095, -0.8643, 0.2380, -0.6434, -0.2525, 1.4286, 0.1331, 0.1277, 0.1829, 0.1863]}

=====

Entry 3:
{"formula": "C20H31N3O4", "method": "ωB97M-V with the def2-TZVPD basis set", "relative_energy_kj_mol": 155.4, "total_charge": 0, "gap_ev": 9.86, "e_lumo_ha": 0.021, "total_energy_ev": -33903.3068, "species": ["O", "O", "O", "O", "C", "C", "C", "C", "C", "C", "C", "C", "C", "N", "N", "N", "C", "C", "C", "C", "C", "C", "C", "C", "C", "C", "C", "H", "H", "H", "H", "H", "H", "H", "H", "H", "H", "H", "H", "H", "H", "H", "H", "H", "H", "H", "H", "H", "H", "H", "H", "H", "H", "H", "H", "H", "H", "H"], "xyz": [[4.087, -1.509, 3.872], [-5.789, -0.080, -0.254], [0.905, 1.033, 3.436], [-4.530, 1.438, 1.608], [2.947, -1.956, 3.893], [-4.937, 0.684, -0.690], [1.913, 0.879, 2.752], [1.956, 2.206, -2.265], [2.689, 1.006, -2.243], [0.989, 2.458, -1.275], [2.457, 0.060, -1.229], [0.755, 1.509, -0.263], [1.487, 0.307, -0.240], [-4.278, 1.500, 0.207], [2.740, 1.913, 2.567], [2.002, -1.579, 3.035], [2.557, -2.996, 4.917], [3.981, 1.934, 1.794], [-4.650, 0.744, -2.186], [-0.485, -1.736, -2.629], [-1.447, -2.330, -1.608], [-3.168, 0.964, -2.548], [-0.996, -0.325, -2.928], [-2.704, -1.480, -1.712], [-2.169, -0.071, -1.972], [1.267, -0.704, 0.868], [2.183, -0.484, 2.079], [-5.220, 0.765, 1.789], [2.137, 2.935, -3.042], [3.433, 0.814, -3.002], [0.431, 3.383, -1.288], [3.027, -0.858, -1.211], [0.020, 1.710, 0.505], [-3.556, 2.122, -0.151], [2.471, 2.757, 3.048], [1.074, -1.952, 3.150], [2.169, -3.876, 4.409], [3.437, -3.266, 5.498], [1.798, -2.580, 5.576], [4.441, 2.921, 1.862], [3.778, 1.717, 0.744], [4.682, 1.196, 2.189], [-5.002, -0.184, -2.645], [-5.242, 1.560, -2.610], [-0.486, -2.336, -3.545], [0.535, -1.720, -2.235], [-1.023, -2.244, -0.602], [-1.654, -3.387, -1.806], [-3.109, 0.959, -3.641], [-2.857, 1.963, -2.223], [-1.323, -0.285, -3.972], [-0.209, 0.420, -2.794], [-3.299, -1.540, -0.795], [-3.315, -1.824, -2.553], [-1.784, 0.314, -1.022], [0.225, -0.659, 1.190], [1.447, -1.703, 0.467], [3.213, -0.506, 1.727]], "nbo_charge": [-0.6418, -0.6502, -0.6443, -0.5424, 0.6801, 0.6301, 0.6638, -0.2237, -0.2079, -0.2170, -0.2212, -0.1741, -0.0376, -0.3408, -0.5993, -0.6000, -0.7065, -0.4260, -0.4890, -0.4103, -0.4005, -0.3856, -0.3982, -0.4026, -0.2298, -0.4239, -0.1206, 0.5032, 0.2180, 0.2182, 0.2144, 0.2172, 0.2179, 0.3932, 0.4080, 0.4020, 0.2213, 0.2437, 0.2309, 0.2151, 0.2047, 0.2139, 0.2409, 0.2348, 0.2033, 0.2065, 0.1918, 0.2115, 0.2123, 0.1902, 0.1961, 0.2194, 0.2217, 0.1940, 0.1986, 0.2238, 0.2237, 0.2289]}